The following is a DFT calculation (ωB97M-V/def2-TZVPD) of C41H40Cl5IN4PbSb as an isolated structure.

Charge: +1
2S+1: 1
ΔE to the lowest compared entry with this formula, charge and spin: 12.4 kcal per mole
HOMO energy: -10.47 eV
Orbital gap: 7.85 eV

Atoms and positions in Å:
Pb 0.47 -0.24 0.93
C 0.22 2.37 -3.93
C -0.87 1.92 -2.98
C -1.53 0.70 -3.15
C -1.15 -0.29 -4.22
C -2.63 0.40 -2.34
C -3.35 -0.92 -2.53
C -3.11 1.33 -1.41
C -4.47 1.06 -0.80
C -2.38 2.49 -1.16
C -2.80 3.49 -0.10
C -1.25 2.78 -1.94
C -0.51 4.08 -1.74
H 0.19 3.45 -4.08
H 0.11 1.91 -4.91
H 1.22 2.11 -3.55
H -2.00 -0.49 -4.87
H -0.85 -1.24 -3.77
H -0.33 0.05 -4.84
H -2.66 -1.72 -2.78
H -4.07 -0.84 -3.35
H -3.90 -1.21 -1.64
H -5.19 0.85 -1.60
H -4.85 1.90 -0.24
H -4.46 0.19 -0.14
H -2.98 4.47 -0.54
H -2.01 3.62 0.65
H -3.69 3.20 0.43
H -0.92 4.85 -2.40
H 0.55 3.98 -1.96
H -0.60 4.46 -0.72
C 3.27 0.51 2.81
C 2.81 -0.88 3.14
C 3.32 -1.49 4.28
C 2.97 -2.79 4.57
C 2.15 -3.47 3.68
C 1.64 -2.80 2.58
N 1.94 -1.51 2.34
Sb 0.39 -4.11 1.35
C -1.46 -2.97 1.39
C -2.60 -3.77 1.41
C -3.83 -3.20 1.65
C -3.88 -1.84 1.93
C -2.72 -1.08 1.88
C -2.80 0.39 2.17
N -1.53 -1.64 1.57
C 0.95 -3.75 -0.72
C 1.18 -4.88 -1.48
C 1.44 -4.72 -2.84
C 1.49 -3.43 -3.35
C 1.26 -2.35 -2.50
C 1.34 -0.96 -3.07
N 0.97 -2.51 -1.21
H 4.36 0.53 2.78
H 2.89 0.85 1.86
H 2.95 1.21 3.59
H 3.99 -0.94 4.92
H 3.33 -3.27 5.47
H 1.90 -4.51 3.84
H -2.50 -4.83 1.24
H -4.74 -3.79 1.65
H -4.81 -1.37 2.21
H -2.35 0.60 3.14
H -2.26 0.97 1.41
H -3.83 0.71 2.20
H 1.16 -5.86 -1.04
H 1.60 -5.57 -3.48
H 1.68 -3.26 -4.40
H 0.91 -0.94 -4.07
H 0.81 -0.25 -2.44
H 2.38 -0.66 -3.16
Cl 0.74 2.94 1.20
C 0.29 2.41 2.79
C 0.20 1.04 2.98
C -0.14 0.64 4.27
Cl -0.34 -1.05 4.62
C -0.39 1.55 5.30
Cl -0.83 1.00 6.87
C -0.31 2.92 5.04
Cl -0.64 4.05 6.29
C 0.03 3.36 3.77
Cl 0.12 5.04 3.42
I 4.61 -1.97 0.03
C 4.18 -0.13 -0.91
C 5.10 0.31 -1.85
C 4.85 1.50 -2.51
C 3.70 2.20 -2.19
C 2.85 1.67 -1.23
N 3.08 0.52 -0.59
H 5.99 -0.27 -2.07
H 5.55 1.88 -3.24
H 3.45 3.14 -2.67
H 1.94 2.19 -0.96

=====

The following is a DFT calculation (ωB97M-V/def2-TZVPD) of a single C19H27N3O molecule.

Charge: 0
2S+1: 1
ΔE to the lowest compared entry with this formula, charge and spin: 48.5 kcal per mole
HOMO energy: -7.99 eV
Orbital gap: 8.74 eV
Structure (SMILES): CC1(C)[C@@H]2C[C@@H]3CN1C[C@H](C2)[C@]3(C)NC(=O)c1ccc(N)cc1

Atoms and positions in Å:
O -0.59 0.48 -2.78
C 0.25 -0.21 -2.19
C 2.19 -1.81 -2.62
C -0.09 -2.16 -3.58
C 2.58 -2.99 -3.38
C 0.42 -3.23 -4.40
C 0.82 -1.42 -2.76
C 1.75 -3.63 -4.27
N 2.18 -4.80 -4.97
N -0.84 2.24 2.34
N 0.84 0.19 -0.95
C -2.98 1.27 3.11
C -0.96 0.78 4.47
C 1.03 2.55 -0.94
C -1.39 2.53 1.00
C 0.65 2.21 2.31
C -1.55 0.04 0.65
C 0.48 -0.23 1.93
C -1.12 -0.13 2.12
C -1.06 1.41 0.05
C 1.09 1.09 1.28
C -1.43 1.06 3.01
C 0.48 1.33 -0.09
H 2.94 -1.30 -2.04
H -1.19 -1.97 -3.76
H 3.66 -3.17 -3.30
H -0.15 -3.84 -5.02
H 1.39 -5.29 -5.39
H 2.91 -5.33 -4.47
H 1.13 -0.62 -0.43
H -3.53 1.16 2.22
H -3.25 2.25 3.53
H -3.38 0.42 3.73
H 0.07 0.80 4.66
H -1.38 -0.17 4.80
H -1.35 1.55 5.10
H 0.22 2.78 -1.62
H 1.23 3.43 -0.32
H 1.98 2.29 -1.45
H -2.40 2.55 1.07
H -0.92 3.50 0.66
H 1.05 3.22 1.96
H 1.19 1.97 3.24
H -1.12 -0.86 0.07
H -2.59 0.07 0.46
H 1.00 -0.46 2.81
H 0.68 -1.11 1.31
H -1.56 -1.09 2.47
H -1.60 1.60 -0.84
H 2.21 1.05 1.18

=====

The following is a DFT calculation (ωB97M-V/def2-TZVPD) of C17H43NO10Sr as an isolated structure.

Charge: -1
2S+1: 2
HOMO energy (spin up / spin down): -1.64 / -5.39 eV
Orbital gap (spin up / spin down): 3.81 / 7.55 eV

Atoms and positions in Å:
Sr 1.13 -3.48 3.80
C -2.39 -5.37 2.11
C -1.56 -5.57 3.41
O -1.15 -4.56 4.01
O -1.42 -6.62 3.92
H -2.02 -5.98 1.30
H -2.33 -4.40 1.62
H -3.44 -5.54 2.36
C 0.60 -1.51 -0.24
C 0.78 -2.01 1.17
O 1.84 -1.79 1.81
O -0.08 -2.79 1.67
H 0.43 -2.29 -0.98
H 1.36 -0.84 -0.65
H -0.34 -0.96 -0.33
C -2.02 -0.21 2.73
O -2.41 -1.57 2.87
H -2.24 0.26 1.77
H -2.55 0.43 3.43
H -0.98 0.04 2.91
H -1.84 -2.09 2.28
C -2.64 -3.52 -1.60
O -2.31 -4.22 -2.77
H -2.23 -4.06 -0.74
H -2.14 -2.55 -1.69
H -3.68 -3.26 -1.42
H -2.83 -5.03 -2.71
C 0.46 -5.84 -0.96
O 1.07 -7.06 -1.36
H 0.33 -5.14 -1.78
H -0.49 -5.89 -0.42
H 1.12 -5.46 -0.18
H 0.69 -7.36 -2.19
C 3.59 -0.66 -2.67
O 4.55 -0.95 -3.66
H 3.29 -1.61 -2.23
H 4.01 0.00 -1.91
H 2.70 -0.15 -3.04
H 5.23 -1.50 -3.28
O 4.18 -0.45 1.42
H 3.31 -0.80 1.62
H 4.78 -1.10 1.77
C 0.42 5.44 1.91
C 0.39 5.00 0.47
C 1.64 4.01 0.30
C 1.68 3.10 -0.93
C 0.32 2.42 -0.99
C -0.92 3.40 -1.07
N -0.88 4.39 0.05
O -1.95 5.24 0.20
C -1.05 4.01 -2.46
C -2.11 2.45 -0.69
C 0.63 6.21 -0.42
H -0.22 6.33 1.93
H -0.06 4.80 2.66
H 1.41 5.63 2.31
H 2.58 4.52 0.54
H 1.65 3.32 1.14
H 1.89 3.66 -1.84
H 2.48 2.37 -0.82
H 0.21 1.65 -0.23
H 0.27 1.93 -1.96
H -1.67 4.91 -2.43
H -1.35 3.29 -3.23
H -0.07 4.43 -2.68
H -3.06 2.76 -1.12
H -2.20 2.23 0.38
H -1.98 1.50 -1.22
H 1.51 6.76 -0.11
H 0.79 5.93 -1.46
H -0.24 6.86 -0.30
H -2.47 4.89 0.92

=====

The following is a DFT calculation (ωB97M-V/def2-TZVPD) of C30H39FeN3O as an isolated structure.

Charge: -1
2S+1: 6
ΔE to the lowest compared entry with this formula, charge and spin: 37.5 kcal per mole
HOMO energy (spin up / spin down): -1.79 / -2.77 eV
Orbital gap (spin up / spin down): 4.47 / 5.45 eV

Atoms and positions in Å:
Fe 0.60 -0.33 0.53
N 0.53 -2.50 4.27
N 0.26 -1.82 -0.75
C 1.13 1.70 0.19
C 2.27 0.88 0.59
C 2.04 0.48 1.96
C 3.01 -0.27 2.86
H 3.83 -0.71 2.28
H 2.47 -1.14 3.36
H 3.41 0.36 3.65
C 0.76 0.99 2.39
C 0.16 0.75 3.73
H 0.57 1.44 4.48
H 0.35 -0.27 4.11
H -0.94 0.88 3.72
C 0.22 1.78 1.33
C -0.92 2.73 1.44
H -1.69 2.34 2.13
H -1.40 2.91 0.47
H -0.59 3.70 1.84
C 3.57 0.79 -0.14
H 4.21 1.66 0.10
H 3.41 0.77 -1.23
H 4.14 -0.12 0.13
C 1.13 2.63 -0.96
H 0.11 2.91 -1.25
H 1.62 2.18 -1.84
H 1.69 3.57 -0.73
C -0.18 -3.35 4.98
H 0.06 -3.29 6.07
C -1.15 -4.21 4.39
H -1.72 -4.86 5.06
C -1.36 -4.19 2.97
H -2.12 -4.88 2.53
C -0.62 -3.29 2.19
H -0.77 -3.21 1.09
C 0.38 -2.43 2.88
C 1.48 -1.64 2.42
H 2.06 -2.43 1.69
C -0.12 -0.64 -1.25
C 0.74 -2.66 -1.75
H 1.08 -3.58 -1.29
C 0.58 -2.09 -2.93
H 0.76 -2.49 -3.92
N -0.03 -0.84 -2.63
C -0.18 0.27 -3.41
C 0.88 0.56 -4.27
C 0.69 1.69 -5.07
H 1.44 1.90 -5.84
C -0.46 2.48 -4.88
C -0.69 3.61 -5.80
H -1.25 4.40 -5.29
H -1.28 3.28 -6.67
H 0.27 3.99 -6.16
C -1.44 2.21 -3.91
H -2.34 2.81 -3.79
C -1.26 1.11 -3.08
C -2.16 0.74 -1.93
H -2.72 -0.20 -2.12
H -2.89 1.54 -1.73
H -1.55 0.56 -0.98
C 2.14 -0.26 -4.24
H 1.98 -1.31 -4.54
H 2.68 -0.28 -3.27
H 2.83 0.17 -4.96
C -3.23 -1.18 3.26
C -3.45 -0.93 1.78
O -2.71 0.24 1.43
H -2.18 -1.09 3.53
H -3.59 -2.18 3.55
H -3.80 -0.45 3.85
H -3.09 -1.76 1.16
H -4.53 -0.79 1.58
H -3.13 0.64 0.60

=====

The following is a DFT calculation (ωB97M-V/def2-TZVPD) of a single C11H11BrO3 molecule.

Charge: 0
2S+1: 1
ΔE to the lowest compared entry with this formula, charge and spin: 0.0 kcal per mole
HOMO energy: -8.95 eV
Orbital gap: 9.36 eV
Structure (SMILES): Cc1ccc2c(c1C)[C@H](Br)[C@](O)(C=O)O2

Atoms and positions in Å:
C 1.15 -1.35 1.20
C -0.05 -2.01 1.43
C -0.99 -0.26 0.05
C 1.36 -0.18 0.44
C 0.27 0.47 -0.14
C -1.12 -1.48 0.74
C -4.61 -1.01 0.14
C -2.31 0.16 -0.46
C -3.23 -1.31 -0.18
C 2.70 0.56 0.42
C 0.33 1.78 -0.90
O -5.57 -1.07 -0.58
O -2.49 -1.93 0.84
O -3.03 -2.04 -1.46
Br -3.01 1.65 0.49
H 2.06 -1.70 1.73
H -0.03 -2.94 2.12
H -4.71 -0.54 1.12
H -2.21 0.38 -1.51
H 3.05 1.13 1.22
H 3.51 -0.15 0.32
H 2.67 1.11 -0.56
H -0.66 2.19 -0.95
H 1.01 2.50 -0.43
H 0.68 1.55 -1.97
H -3.52 -2.84 -1.41

=====

The following is a DFT calculation (ωB97M-V/def2-TZVPD) of C25H20AsNO4Pt as an isolated structure.

Charge: +2
2S+1: 1
HOMO energy: -14.20 eV
Orbital gap: 6.39 eV

Atoms and positions in Å:
Pt 0.25 -0.70 -1.22
O 1.83 -4.39 -2.03
C 1.37 -3.18 -1.96
O 0.78 -2.72 -0.96
C 1.58 -2.34 -3.18
C 2.30 -2.62 -4.33
C 2.41 -1.61 -5.28
C 1.83 -0.36 -5.07
C 1.12 -0.16 -3.90
N 1.00 -1.16 -3.03
C 0.48 1.09 -3.35
O 0.40 2.18 -4.03
O 0.02 1.09 -2.19
H 1.67 -4.89 -1.20
H 2.77 -3.59 -4.47
H 2.97 -1.79 -6.19
H 1.96 0.42 -5.81
H 0.72 2.12 -4.94
C -0.63 -2.69 4.63
C -0.61 -3.23 3.35
C -0.55 -2.40 2.25
C -0.50 -1.02 2.43
C -0.52 -0.47 3.71
C -0.58 -1.31 4.81
As -0.48 0.15 0.93
C -2.21 0.96 0.69
C -2.70 2.06 1.38
C -3.99 2.49 1.12
C -4.78 1.84 0.19
C -4.31 0.72 -0.49
C -3.02 0.29 -0.24
C 0.85 1.50 1.27
C 0.60 2.85 1.05
C 1.61 3.77 1.28
C 2.86 3.35 1.72
C 3.11 1.99 1.92
C 2.10 1.07 1.70
H -0.68 -3.34 5.49
H -0.66 -4.30 3.22
H -0.55 -2.82 1.25
H -0.47 0.60 3.85
H -0.60 -0.89 5.81
H -2.10 2.56 2.13
H -4.38 3.35 1.65
H -5.79 2.20 0.00
H -4.94 0.20 -1.19
H -2.63 -0.63 -0.67
H -0.36 3.19 0.70
H 1.42 4.83 1.13
H 3.64 4.07 1.91
H 4.08 1.66 2.27
H 2.29 0.02 1.89

=====

The following is a DFT calculation (ωB97M-V/def2-TZVPD) of C31H25N5O2Re as an isolated structure.

Charge: +2
2S+1: 4
ΔE to the lowest compared entry with this formula, charge and spin: 0.0 kcal per mole
HOMO energy (spin up / spin down): -13.11 / -13.60 eV
Orbital gap (spin up / spin down): 6.58 / 6.23 eV

Atoms and positions in Å:
Re -0.01 -0.02 -0.12
C 0.96 -3.19 0.73
C -0.20 -2.70 1.54
C -0.78 -3.54 2.50
C -1.82 -3.09 3.27
C -2.28 -1.78 3.10
C -1.68 -0.99 2.15
N -0.67 -1.46 1.35
C -2.10 0.40 1.92
C -3.05 1.10 2.64
C -3.35 2.40 2.27
C -2.72 2.98 1.18
C -1.78 2.25 0.49
N -1.48 1.00 0.89
C -1.03 2.70 -0.70
C -1.32 3.88 -1.35
C -0.55 4.25 -2.45
C 0.50 3.46 -2.82
C 0.78 2.27 -2.13
C 1.98 1.46 -2.51
N -0.02 1.88 -1.12
H 1.41 -4.05 1.23
H 0.63 -3.52 -0.26
H 1.72 -2.42 0.61
H -0.38 -4.53 2.62
H -2.28 -3.73 4.01
H -3.08 -1.40 3.71
H -3.55 0.64 3.48
H -4.08 2.97 2.83
H -2.96 4.00 0.88
H -2.14 4.50 -1.01
H -0.77 5.16 -2.98
H 1.15 3.74 -3.64
H 2.78 2.14 -2.82
H 2.34 0.85 -1.69
H 1.76 0.82 -3.36
O 1.12 -1.13 -1.39
N 0.54 -1.74 -2.40
N -0.69 -1.57 -2.44
O -1.31 -0.83 -1.54
C -1.50 -2.17 -3.50
C -2.87 -2.01 -3.43
C -3.64 -2.57 -4.43
C -3.04 -3.27 -5.47
C -1.66 -3.41 -5.51
C -0.87 -2.86 -4.52
H -3.32 -1.47 -2.61
H -4.72 -2.47 -4.40
H -3.65 -3.70 -6.25
H -1.19 -3.95 -6.32
H 0.21 -2.96 -4.55
C 1.44 0.51 1.08
C 2.36 0.80 1.86
C 3.42 1.12 2.75
C 3.52 0.48 3.99
C 4.55 0.80 4.85
C 5.49 1.76 4.49
C 5.40 2.40 3.26
C 4.37 2.08 2.39
H 2.78 -0.27 4.26
H 4.62 0.30 5.81
H 6.29 2.01 5.17
H 6.13 3.14 2.98
H 4.30 2.57 1.42